[1]
Formula: C5H9IN4
Source: OMol25
Level of theory: the ωB97M-V functional and the def2-TZVPD basis

Cartesian coordinates (Å):
C (-1.466, -0.739, 0.215)
C (1.216, 1.684, -0.062)
C (0.123, 0.109, 1.837)
C (-0.157, 0.552, -1.750)
C (0.885, -0.422, -2.231)
N (0.469, 1.466, -0.928)
N (-0.994, -0.582, 1.466)
N (-1.248, -0.220, -1.019)
N (0.370, 0.194, 3.126)
I (2.744, 2.319, 1.180)
H (-2.280, -1.505, 0.202)
H (-0.538, 1.014, -2.594)
H (0.376, -1.103, -2.898)
H (1.209, -0.928, -1.354)
H (1.638, -0.011, -2.871)
H (-1.453, -1.264, 2.093)
H (-1.748, -0.860, -1.633)
H (1.251, 0.542, 3.392)
H (-0.397, -0.247, 3.830)

Computed properties:
spin multiplicity	1
HOMO level	-17.140	eV
net charge	+2
energy above the lowest of the compared OMol25 structures with the same formula, charge and spin	1.465	eV
gap between HOMO and LUMO	8.822	eV

natural (NBO) population analysis, charges in e, atoms 1 to 4:
1. C 0.4455
2. C 0.4040
3. C 0.2063
4. C 0.1060


[2]
Formula: C48H41BClCsF5N10O3S2
Source: OMol25
Level of theory: the ωB97M-V functional and the def2-TZVPD basis

Cartesian coordinates (Å):
Cs (0.015, -0.518, -0.131)
C (-4.115, 0.223, -1.276)
C (-3.371, 0.456, -2.550)
C (-3.892, 0.821, -3.806)
C (-2.782, 0.950, -4.609)
N (-1.697, 0.671, -3.863)
N (-2.050, 0.361, -2.598)
B (-0.217, 0.797, -4.254)
N (0.547, -0.516, -4.019)
C (1.871, -0.682, -4.192)
C (2.202, -1.951, -3.774)
C (0.977, -2.499, -3.341)
C (0.701, -3.847, -2.757)
N (-0.009, -1.626, -3.491)
N (0.465, 1.903, -3.443)
C (0.376, 3.245, -3.553)
C (1.060, 3.807, -2.504)
C (1.541, 2.707, -1.768)
C (2.300, 2.742, -0.485)
N (1.168, 1.566, -2.330)
N (-0.162, 1.063, -5.791)
C (-0.088, 0.121, -6.749)
C (-0.254, 0.737, -7.971)
C (-0.438, 2.094, -7.649)
C (-0.682, 3.254, -8.562)
N (-0.387, 2.277, -6.337)
H (-5.151, -0.058, -1.472)
H (-4.123, 1.122, -0.656)
H (-3.655, -0.579, -0.698)
H (-4.923, 0.981, -4.073)
H (-2.679, 1.233, -5.643)
H (2.478, 0.123, -4.571)
H (3.177, -2.411, -3.775)
H (1.037, -4.651, -3.416)
H (-0.372, -3.961, -2.601)
H (1.199, -3.982, -1.795)
H (-0.173, 3.688, -4.365)
H (1.141, 4.851, -2.255)
H (3.137, 3.441, -0.538)
H (2.697, 1.756, -0.235)
H (1.638, 3.073, 0.316)
H (0.076, -0.912, -6.488)
H (-0.235, 0.278, -8.945)
H (-0.367, 3.025, -9.582)
H (-0.131, 4.129, -8.220)
H (-1.741, 3.521, -8.592)
C (-3.066, 0.736, 2.160)
C (-3.528, 2.170, 2.173)
C (-4.811, 2.473, 2.699)
C (-5.205, 3.774, 2.745)
C (-4.336, 4.797, 2.306)
C (-4.724, 6.158, 2.356)
C (-3.822, 7.102, 1.945)
C (-2.543, 6.741, 1.505)
C (-2.089, 5.424, 1.435)
S (-0.484, 5.067, 0.927)
C (-3.055, 4.411, 1.829)
N (-2.706, 3.097, 1.756)
H (-3.863, 0.046, 2.440)
H (-2.254, 0.614, 2.879)
H (-2.673, 0.407, 1.199)
H (-5.457, 1.673, 3.041)
H (-6.185, 4.050, 3.124)
H (-5.713, 6.416, 2.716)
H (-4.088, 8.155, 1.966)
H (-1.847, 7.514, 1.206)
C (0.616, -2.498, 8.312)
C (-0.070, -3.377, 7.310)
C (-0.313, -4.717, 7.560)
C (-0.946, -5.500, 6.608)
Cl (-1.248, -7.192, 6.960)
C (-1.336, -4.973, 5.396)
C (-1.100, -3.630, 5.123)
C (-0.479, -2.833, 6.080)
O (-0.222, -1.521, 5.922)
C (-0.731, -0.892, 4.736)
C (0.041, -1.288, 3.450)
O (1.265, -1.064, 3.467)
O (-0.659, -1.763, 2.525)
H (0.823, -3.047, 9.231)
H (0.002, -1.628, 8.549)
H (1.554, -2.110, 7.912)
H (-0.009, -5.151, 8.505)
H (-1.816, -5.602, 4.660)
H (-1.367, -3.216, 4.158)
H (-0.590, 0.174, 4.919)
H (-1.798, -1.109, 4.647)
F (6.755, -6.154, 0.949)
C (5.952, -5.110, 0.745)
C (4.588, -5.309, 0.605)
F (4.095, -6.546, 0.676)
C (3.764, -4.222, 0.393)
F (2.467, -4.444, 0.270)
C (4.273, -2.911, 0.309)
S (3.242, -1.575, 0.054)
C (5.663, -2.757, 0.461)
F (6.213, -1.552, 0.398)
C (6.494, -3.836, 0.674)
F (7.814, -3.676, 0.812)
N (0.229, 1.471, 1.939)
C (0.756, 2.048, 2.776)
C (1.462, 2.736, 3.819)
C (1.525, 4.126, 3.832)
C (2.221, 4.742, 4.861)
C (2.833, 3.984, 5.850)
C (2.754, 2.597, 5.827)
C (2.066, 1.958, 4.809)
H (1.007, 4.686, 3.057)
H (2.275, 5.823, 4.890)
H (3.373, 4.478, 6.649)
H (3.231, 2.011, 6.603)
H (1.983, 0.876, 4.744)

Computed properties:
spin multiplicity	2
HOMO level (spin up / spin down)	-1.513 / -1.513	eV
net charge	-2
energy above the lowest of the compared OMol25 structures with the same formula, charge and spin	1.666	eV
gap between HOMO and LUMO (spin up / spin down)	4.538 / 2.383	eV

Löwdin population analysis, charges in e, atoms 1 to 4:
1. Cs 0.8680
2. C -0.0388
3. C -0.3614
4. C -0.0395


Which of these has the highest spin multiplicity? C48H41BClCsF5N10O3S2


Number 1 is which compound? C5H9IN4


What is the energy above the lowest of the compared OMol25 structures with the same formula, charge and spin in the first record? 1.465 eV